Record 1
Entry from the OMol25 dataset: a cluster of 4 separate species, C25H43Cl2N5O7P in total (ωB97M-V/def2-TZVPD).

Each line ends with the Löwdin charge.
CARTESIAN COORDINATES (ANGSTROEM)
C1 3.396 -1.324 -2.024  -0.07
C2 3.316 -0.290 -0.905  -0.36
C3 3.311 -0.975 0.483  -0.06
C4 2.181 0.757 -1.058  -0.06
C5 0.917 0.274 -1.670  -0.08
C6 -0.274 -0.088 -1.148  -0.08
C7 -0.635 -0.085 0.279  -0.21
C8 -0.157 -1.044 1.161  -0.02
C9 -0.531 -0.989 2.494  -0.04
C10 -1.384 0.000 2.948  -0.05
C11 -1.864 0.970 2.071  -0.08
C12 -1.478 0.917 0.747  -0.06
N1 -1.141 -0.443 -2.213  0.07
P1 -2.749 -1.089 -2.085  0.42
O1 -3.741 -0.298 -2.774  -0.22
O2 -2.585 -2.569 -2.619  -0.11
O3 -3.027 -1.213 -0.541  -0.05
C13 -0.475 -0.253 -3.372  -0.28
C14 -0.821 -0.431 -4.826  -0.60
Cl1 -2.222 0.525 -5.320  0.76
C15 -0.895 -1.917 -5.304  -0.66
C16 -2.286 -2.477 -5.581  -0.13
Cl2 0.041 -2.945 -4.164  0.71
N2 0.732 0.174 -3.050  -0.02
O4 1.718 0.472 -3.939  0.10
H1 3.684 -0.886 -2.973  0.07
H2 2.487 -1.917 -2.121  0.07
H3 4.190 -2.022 -1.766  0.09
H4 4.240 0.279 -0.958  0.13
H5 4.250 -0.780 0.982  0.08
H6 3.210 -2.052 0.359  0.07
H7 2.499 -0.601 1.090  0.03
H8 2.552 1.545 -1.712  0.12
H9 1.948 1.185 -0.087  0.10
H10 0.497 -1.829 0.814  0.11
H11 -0.162 -1.725 3.199  0.08
H12 -1.697 0.045 3.979  0.12
H13 -2.525 1.747 2.415  0.12
H14 -1.836 1.675 0.060  0.12
H15 -1.745 -2.979 -2.360  0.06
H16 -2.944 -2.125 -0.233  0.12
H17 0.013 0.021 -5.343  0.09
H18 -0.338 -1.955 -6.231  0.10
H19 -3.074 -1.999 -5.016  0.05
H20 -2.290 -3.527 -5.301  0.07
H21 -2.504 -2.449 -6.641  0.09
H22 1.675 1.426 -4.106  0.16
C17 0.623 2.897 2.349  0.00
C18 1.919 2.303 2.838  -0.52
O5 2.518 1.446 2.194  0.01
N3 2.401 2.731 4.025  0.02
C19 1.832 3.723 4.922  -0.06
H23 0.372 2.432 1.401  0.06
H24 -0.181 2.696 3.056  0.08
H25 0.708 3.973 2.198  0.10
H26 3.266 2.288 4.294  0.14
H27 2.536 4.543 5.064  0.09
H28 1.626 3.270 5.893  0.09
H29 0.907 4.121 4.519  0.07
C20 -2.316 5.689 -1.740  -0.01
C21 -2.759 4.794 -0.607  -0.56
O6 -2.130 4.714 0.437  0.02
N4 -3.897 4.074 -0.788  0.01
C22 -4.770 4.042 -1.948  -0.07
H30 -1.402 6.193 -1.443  0.08
H31 -2.121 5.106 -2.641  0.08
H32 -3.076 6.440 -1.958  0.09
H33 -4.143 3.506 0.008  0.13
H34 -5.774 4.364 -1.669  0.09
H35 -4.832 3.026 -2.342  0.08
H36 -4.399 4.697 -2.728  0.07
C23 2.246 -3.751 3.326  0.00
C24 1.088 -4.165 4.205  -0.54
O7 0.155 -3.408 4.448  0.01
N5 1.113 -5.412 4.727  0.01
C25 2.126 -6.441 4.560  -0.07
H37 2.085 -2.729 2.993  0.06
H38 3.184 -3.789 3.882  0.09
H39 2.320 -4.401 2.453  0.09
H40 0.314 -5.622 5.305  0.14
H41 1.681 -7.330 4.111  0.09
H42 2.541 -6.714 5.530  0.09
H43 2.929 -6.091 3.922  0.07

The HOMO energy is -11.42 eV. The frontier orbital gap is 0.31843 hartree. As for the net charge: +1.


Record 2
Entry from the OMol25 dataset: an isolated molecule of C5H6O2 (ωB97M-V/def2-TZVPD).

Each line ends with the Löwdin charge.
CARTESIAN COORDINATES (ANGSTROEM)
C1 -0.179 1.624 -0.912  -0.02
C2 0.055 0.471 0.022  -0.37
C3 0.560 -0.859 -0.521  0.00
C4 0.106 -1.802 0.302  0.03
C5 -0.593 -1.029 1.390  -0.46
O1 -0.481 -1.153 2.576  0.15
O2 -1.130 0.081 0.751  0.02
H1 -0.475 2.515 -0.350  0.09
H2 0.725 1.851 -1.490  0.09
H3 -0.980 1.363 -1.600  0.09
H4 0.760 0.737 0.815  0.15
H5 1.267 -0.947 -1.341  0.12
H6 0.363 -2.852 0.356  0.12

The HOMO energy is -10.46 eV. The frontier orbital gap is 0.41069 hartree. The structure (SMILES) is C[C@@H]1C=CC(=O)O1.


Record 3
Entry from the OMol25 dataset: a structure of composition C5H7N (ωB97M-V/def2-TZVPD).

Each line ends with the Löwdin charge.
CARTESIAN COORDINATES (ANGSTROEM)
C1 1.913 -0.115 -0.177  -0.05
C2 0.430 -0.068 0.129  -0.41
C3 -0.421 1.082 0.102  -0.05
C4 -1.714 0.620 -0.039  -0.08
C5 -1.648 -0.784 -0.120  -0.19
N1 -0.398 -1.240 -0.135  0.03
H1 2.309 -1.092 0.112  0.07
H2 2.119 0.020 -1.247  0.08
H3 2.471 0.658 0.368  0.08
H4 -0.100 2.119 0.168  0.11
H5 -2.631 1.198 -0.064  0.10
H6 -2.461 -1.499 -0.116  0.10
H7 0.142 -0.878 1.031  0.21

The HOMO energy is -9.13 eV. The frontier orbital gap is 0.37118 hartree.


Record 4
Entry from the OMol25 dataset: an isolated molecule of C4H5NO5 (ωB97M-V/def2-TZVPD).

Each line ends with the Löwdin charge.
CARTESIAN COORDINATES (ANGSTROEM)
C1 1.376 0.897 0.243  -0.49
C2 -0.630 0.655 -1.033  -0.15
C3 1.256 -0.529 0.657  -0.05
C4 -1.361 -0.033 0.094  0.02
N1 -1.574 -1.377 0.292  -0.44
O1 2.144 1.697 0.734  0.13
O2 -2.288 -1.664 1.258  0.06
O3 -1.122 -2.254 -0.453  0.03
O4 0.548 1.350 -0.668  0.03
O5 1.786 -0.892 1.779  0.12
H1 -0.456 -0.203 -1.825  0.16
H2 -1.321 1.424 -1.563  0.16
H3 0.723 -1.187 -0.042  0.12
H4 -2.089 0.537 0.574  0.11
H5 2.317 -0.043 2.033  0.18

The HOMO energy (spin up / spin down) is -8.81 / -10.24 eV. The frontier orbital gap (spin up / spin down) is 0.22578 / 0.32609 hartree.